Entry from the OMol25 dataset: a 2-piece molecular cluster, C2H7OS overall at a distorted geometry (ωB97M-V with the def2-TZVPD basis set).

Computed properties:
HOMO energy (alpha / beta): -10.022 / -9.967 eV
E: -15068.366 eV
energy above the lowest of the compared OMol25 structures with the same formula, charge and spin: 52.9 kJ/mol
LUMO (alpha / beta): 0.7035 / -2.9433 eV
orbital gap (alpha / beta): 10.73 / 7.02 eV
2S+1: 2
M: 79.14 g/mol

Element x y z (Å)
S: 1.65760 -0.66990 -2.13858
H: 2.99089 -0.60729 -2.00380
C: -0.56015 0.65105 0.14608
O: 0.79753 0.91658 0.44919
C: -1.04699 -0.56550 0.93405
H: -0.75124 0.53937 -0.92101
H: -1.11864 1.53365 0.47274
H: 1.38930 0.75228 -0.29782
H: -0.57114 -1.46561 0.52946
H: -2.12768 -0.62973 0.88212
H: -0.65947 -0.45491 1.94757